Entry 1:
Entry from the OMol25 dataset: a single C3H5NO3 molecule in a non-equilibrium geometry (wB97M-V/def2-TZVPD).

Summary:
Molecular weight ... 103.1 g mol⁻¹
Highest occupied orbital energy ... -10.2 eV
Energy above the lowest of the compared OMol25 structures with the same formula, charge and spin ... 1.7683 eV
Kohn-Sham gap ... 10.9 eV
SMILES ... NC(=O)COC=O
Total charge ... 0

CARTESIAN COORDINATES (ANGSTROEM)
N  -0.41242  -1.24985  0.20446
C  -0.81597  0.01533  0.69176
O  -1.94693  0.30898  0.97339
C  0.39916  0.96231  0.75817
O  1.28659  0.49257  -0.25678
C  0.54341  0.12610  -1.33799
O  -0.53038  0.60027  -1.61226
H  -1.07030  -1.79697  -0.32524
H  0.41665  -1.72327  0.52789
H  0.14241  2.01604  0.60132
H  0.90174  0.85023  1.72224
H  1.08603  -0.60176  -1.94696

Cartesian forces (eV/Å) of the 3 atoms listed first:
-0.69 -0.33 0.74
-0.15 -0.48 0.54
0.54 -0.10 -0.21

***

Entry 2:
Entry from the OMol25 dataset: a molecular structure, C45H58BI2N10O2PbS3 (wB97M-V/def2-TZVPD).

Summary:
Molecular weight ... 1339.0 g mol⁻¹
Highest occupied orbital energy ... -9.3 eV
Energy above the lowest of the compared OMol25 structures with the same formula, charge and spin ... 1.3437 eV
Kohn-Sham gap ... 6.5 eV
Total charge ... +1

CARTESIAN COORDINATES (ANGSTROEM)
Pb  -2.15961  1.34865  -1.00293
C  -2.73480  -2.07438  2.67408
C  -1.36748  -1.83422  2.12999
C  -0.27966  -1.74770  2.93406
C  1.01347  -1.52203  2.37644
N  1.15751  -1.35880  1.10710
N  0.07575  -1.42425  0.29727
B  0.59732  -1.36680  -1.11481
N  -0.23417  -1.54524  -2.38063
N  0.36261  -2.67182  -1.95616
C  0.16001  -3.84497  -2.45538
C  -0.65574  -3.86390  -3.62822
C  -1.22730  -2.73564  -4.12285
C  -2.06760  -2.76239  -5.35233
C  -1.07477  -1.46761  -3.41545
S  -1.89909  -0.09750  -3.85078
C  0.73436  -5.07195  -1.80013
C  1.71782  -5.73726  -2.76897
C  1.42775  -4.68960  -0.49439
C  -0.42925  -6.02828  -1.50138
N  1.95736  -0.74357  -1.28234
N  2.94862  -1.65883  -1.17832
C  4.17173  -1.25872  -1.30870
C  4.47092  0.12038  -1.52664
C  3.47934  1.03559  -1.65045
C  3.74584  2.47969  -1.90364
C  2.11234  0.57184  -1.54438
S  0.82106  1.61539  -1.76799
C  5.24088  -2.34232  -1.20821
C  4.93584  -3.43101  -2.23866
C  5.19239  -2.94626  0.20083
C  6.64284  -1.79107  -1.47378
C  -1.18942  -1.68358  0.70125
S  -2.47500  -1.84479  -0.36435
C  2.30858  -1.53804  3.18284
C  3.24952  -0.45145  2.66144
C  2.94814  -2.91714  2.98794
C  2.05394  -1.31169  4.67266
H  -2.69861  -2.16822  3.75674
H  -3.16997  -2.97602  2.24346
H  -3.40333  -1.25841  2.39672
H  -0.39322  -1.86328  4.00025
H  -0.82120  -4.80855  -4.12558
H  -2.07724  -3.75665  -5.78765
H  -1.69149  -2.04398  -6.08106
H  -3.08597  -2.45332  -5.11689
H  2.56890  -5.09290  -2.97622
H  1.24642  -5.99004  -3.71653
H  2.08734  -6.66149  -2.32762
H  2.18563  -3.91923  -0.64050
H  1.90476  -5.57274  -0.07299
H  0.70839  -4.31808  0.23672
H  -0.90220  -6.39975  -2.40738
H  -1.18875  -5.54357  -0.89011
H  -0.04838  -6.88822  -0.95393
H  5.49814  0.43955  -1.60363
H  4.81544  2.67340  -1.90500
H  3.25966  3.09850  -1.15035
H  3.32081  2.78053  -2.86104
H  3.96110  -3.87297  -2.04791
H  5.68607  -4.21792  -2.18009
H  4.94108  -3.03141  -3.25265
H  4.20701  -3.37262  0.40429
H  5.40091  -2.19566  0.96416
H  5.93584  -3.73629  0.29152
H  6.73045  -1.34380  -2.46412
H  7.35931  -2.61014  -1.42106
H  6.94254  -1.05178  -0.73166
H  3.38549  -0.52605  1.58359
H  4.22046  -0.54684  3.14376
H  2.85615  0.53839  2.88500
H  3.09248  -3.12493  1.92646
H  2.31586  -3.70203  3.40370
H  3.91348  -2.96360  3.48740
H  1.52369  -0.38060  4.84959
H  3.00812  -1.25326  5.19483
H  1.49030  -2.12345  5.12884
I  -4.99795  8.59123  -2.45613
C  -3.92419  6.88236  -1.96444
C  -3.16404  6.84694  -0.80449
C  -2.45444  5.70232  -0.49671
I  -1.36665  5.64900  1.27627
C  -2.45399  4.56350  -1.31252
O  -1.73109  3.52359  -1.01424
C  -3.26648  4.61414  -2.45967
C  -3.39234  3.39821  -3.32318
N  -4.05700  2.29952  -2.58928
C  -5.36464  2.65392  -2.04617
C  -5.49994  2.47487  -0.54968
C  -6.70444  2.81836  0.06081
C  -6.82900  2.68373  1.42700
C  -5.74731  2.20360  2.15646
C  -4.59551  1.88284  1.47164
N  -4.47152  2.01330  0.14849
C  -3.97572  5.76320  -2.77850
H  -3.12578  7.70106  -0.14582
H  -2.41142  3.02893  -3.63317
H  -3.95551  3.65647  -4.22747
H  -4.15560  1.50052  -3.20629
H  -6.15243  2.07807  -2.53974
H  -5.57417  3.70802  -2.25558
H  -7.52054  3.19496  -0.53807
H  -7.75218  2.95051  1.92071
H  -5.79663  2.08546  3.22714
H  -3.72073  1.50711  1.98885
H  -4.57968  5.77650  -3.67547
N  -1.04821  1.47460  1.55739
C  -0.74087  2.15299  2.44082
N  -0.34260  2.95105  3.39795
C  0.90672  3.70211  3.22427
C  0.76413  5.03456  3.94070
O  0.37799  4.84663  5.28756
C  -0.89143  4.23742  5.36519
C  -0.84656  2.84079  4.76507
H  1.07226  3.84557  2.15611
H  1.74045  3.12975  3.64652
H  0.02314  5.66168  3.42887
H  1.71966  5.55912  3.95543
H  -1.63465  4.84989  4.83794
H  -1.15626  4.18929  6.42105
H  -1.84017  2.39109  4.73897
H  -0.18013  2.20986  5.35843

Cartesian forces (eV/Å) of the 3 atoms listed first:
-0.22 0.12 0.06
0.01 -0.01 0.01
0.09 0.07 0.04

***

Entry 3:
Entry from the OMol25 dataset: a molecular structure, C34H56BN6P2Ti in a non-equilibrium geometry (wB97M-V/def2-TZVPD).

Summary:
Molecular weight ... 669.5 g mol⁻¹
Highest occupied orbital energy (spin up / spin down) ... -9.0 / -10.9 eV
Multiplicity ... 3
Kohn-Sham gap (spin up / spin down) ... 7.1 / 9.0 eV
Total charge ... +1

CARTESIAN COORDINATES (ANGSTROEM)
Ti  -0.17822  0.32038  0.26768
C  -3.16723  -1.49949  3.41137
C  -2.98406  -0.58005  2.25713
C  -3.86451  0.44470  1.82480
C  -3.30948  0.95993  0.64226
N  -2.10171  0.39785  0.44968
N  -1.99164  -0.75233  1.34672
B  -1.34125  -2.06370  0.70350
N  0.06830  -2.33975  1.27698
N  1.12197  -1.99210  0.42189
C  2.14443  -2.79205  0.72106
C  1.85615  -3.51605  1.90947
C  0.54272  -3.17342  2.24698
C  -0.31098  -3.65693  3.34361
C  3.34747  -3.04536  -0.19789
C  3.59564  -4.57562  -0.11072
C  4.60247  -2.33139  0.35148
C  3.08114  -2.66399  -1.65477
N  -1.32312  -1.97900  -0.78626
N  -0.55493  -0.89141  -1.30599
C  -0.56316  -0.99394  -2.66234
C  -1.26190  -2.12986  -3.03390
C  -1.72275  -2.71884  -1.81157
C  -2.53371  -3.93832  -1.54058
C  0.09572  0.01096  -3.61248
C  -1.01822  0.74119  -4.39971
C  0.92087  -0.77009  -4.66295
C  0.97384  1.00663  -2.81618
C  -4.01883  1.86613  -0.37136
C  -5.49840  1.40686  -0.44508
C  -3.38857  1.72559  -1.77488
C  -3.99875  3.35580  0.09804
H  -4.08276  -1.21793  3.95368
H  -2.32358  -1.39240  4.13360
H  -3.25113  -2.56525  3.09030
H  -4.75769  0.79384  2.32952
H  -2.07300  -3.01801  1.06927
H  2.50768  -4.21060  2.43681
H  0.20709  -4.52028  3.81564
H  -1.30369  -4.03109  2.98813
H  -0.48591  -2.87567  4.11587
H  3.81445  -4.89503  0.92833
H  4.47050  -4.85994  -0.75477
H  2.68754  -5.13224  -0.44659
H  4.77689  -2.68616  1.38770
H  4.49389  -1.23241  0.36592
H  5.49369  -2.63378  -0.26145
H  2.29599  -3.33292  -2.08528
H  4.01339  -2.76436  -2.25738
H  2.69120  -1.62857  -1.75203
H  -1.37182  -2.47843  -4.05423
H  -2.73719  -4.45861  -2.49647
H  -3.52518  -3.70401  -1.05218
H  -1.99241  -4.63669  -0.85980
H  -1.63218  0.01448  -4.99611
H  -0.56240  1.44966  -5.13664
H  -1.70479  1.26347  -3.71148
H  0.26772  -1.42248  -5.27150
H  1.71304  -1.39376  -4.19837
H  1.42173  -0.03416  -5.33858
H  0.43134  1.41050  -1.93789
H  1.26908  1.83867  -3.50523
H  1.88406  0.49135  -2.46976
H  -5.57965  0.32845  -0.73803
H  -6.05552  2.02696  -1.20579
H  -6.01424  1.54418  0.52397
H  -3.34832  0.65216  -2.07831
H  -2.36016  2.16942  -1.79000
H  -4.03013  2.28798  -2.48759
H  -4.54307  3.43251  1.06117
H  -4.53838  3.98481  -0.66128
H  -2.96485  3.75484  0.20087
C  -1.03546  3.10037  2.05038
P  -0.03415  2.82396  0.53913
C  -0.47659  4.10632  -0.71683
C  1.48419  3.52946  1.18978
C  1.73335  4.90810  1.25822
C  2.83307  5.38907  1.98559
C  3.70038  4.50379  2.63080
C  3.43866  3.12286  2.56562
C  2.33611  2.63183  1.85829
P  2.09433  0.87591  1.47228
C  3.06228  0.02676  2.79950
C  3.19228  0.85517  0.00864
H  -1.05633  4.18490  2.32915
H  -0.57516  2.51131  2.86954
H  -2.06770  2.76767  1.91103
H  -0.79270  5.06309  -0.26288
H  -1.29092  3.71732  -1.35929
H  0.39158  4.28262  -1.37615
H  1.05655  5.58566  0.74192
H  2.98217  6.46740  2.05381
H  4.56553  4.86154  3.19215
H  4.11082  2.40329  3.03444
H  4.14655  0.03952  2.56300
H  2.73723  -1.02603  2.87622
H  2.83112  0.55477  3.73906
H  4.25514  0.99062  0.30707
H  2.88392  1.66982  -0.66137
H  3.07324  -0.09797  -0.53912

Cartesian forces (eV/Å) of the 3 atoms listed first:
3.37 0.20 0.35
0.05 -0.28 0.62
-1.27 0.04 -0.59

***

Entry 4:
Entry from the OMol25 dataset: 7 unconnected molecules or ions with the total composition C20H40Cl12N2O5P in a non-equilibrium geometry (wB97M-V/def2-TZVPD).

Summary:
Molecular weight ... 845.0 g mol⁻¹
Highest occupied orbital energy ... -12.3 eV
Energy above the lowest of the compared OMol25 structures with the same formula, charge and spin ... 0.0000 eV
Kohn-Sham gap ... 10.0 eV
Total charge ... +1

CARTESIAN COORDINATES (ANGSTROEM)
C  -2.53453  1.88939  -1.77046
C  -1.05511  1.58451  -1.56697
O  -0.71636  1.72066  -0.18570
C  0.64998  2.01014  0.02472
C  1.20850  1.19597  1.15755
O  1.76108  0.00811  0.54200
N  2.57268  -0.72892  1.35717
C  3.64383  -0.30546  2.10150
C  4.13065  -1.40131  2.72099
N  3.34174  -2.45940  2.33992
C  2.38937  -2.05155  1.49291
C  1.37119  -2.86942  0.83828
C  1.96433  -4.12876  0.21424
C  2.78568  -3.87797  -1.04864
P  1.79197  -3.65548  -2.55782
O  2.07365  -4.70979  -3.52900
O  2.18395  -2.23588  -3.16064
C  1.53892  -1.05590  -2.66153
C  2.21082  0.14327  -3.25820
O  0.30843  -3.58948  -2.01224
C  -0.76009  -3.91387  -2.93190
C  -1.57044  -2.69439  -3.32259
H  -3.13886  1.00246  -1.67745
H  -2.78597  2.63124  -1.03026
H  -2.64734  2.35307  -2.74131
H  -0.81558  0.56907  -1.87724
H  -0.48240  2.28302  -2.17008
H  0.81643  3.06650  0.20304
H  1.21255  1.72976  -0.86421
H  0.43230  0.93605  1.86148
H  1.96594  1.77258  1.67410
H  3.98407  0.70378  2.15009
H  4.96641  -1.47975  3.37844
H  3.44016  -3.41657  2.63393
H  0.59650  -3.13426  1.54421
H  0.89207  -2.29250  0.05901
H  2.61616  -4.60084  0.94299
H  1.18756  -4.85224  0.03063
H  3.35561  -4.77398  -1.23524
H  3.49953  -3.06726  -0.94549
H  1.60247  -0.98353  -1.58114
H  0.50296  -1.05518  -2.97085
H  2.18777  0.10429  -4.33805
H  1.68539  1.04440  -2.96541
H  3.23876  0.22825  -2.92748
H  -0.39889  -4.42848  -3.81169
H  -1.40163  -4.61111  -2.41444
H  -1.61923  -1.99191  -2.49980
H  -1.19718  -2.23751  -4.22917
H  -2.58135  -3.02482  -3.51930
C  -1.98355  -0.79626  1.94897
Cl  -3.34740  -1.67033  1.26884
Cl  -1.49503  -1.42053  3.53923
H  -1.15110  -0.89341  1.26469
H  -2.25847  0.24311  2.06340
C  -1.17229  5.11903  -1.94304
Cl  -1.04017  4.21545  -3.45621
Cl  0.32067  5.03742  -0.99681
H  -1.37219  6.15732  -2.17569
H  -1.97557  4.69723  -1.35089
C  6.47587  -5.72666  -0.11963
Cl  5.49170  -4.60003  0.85142
Cl  6.97905  -7.12334  0.81874
H  5.87577  -6.05988  -0.95769
H  7.35322  -5.19270  -0.46143
C  -1.35047  5.40508  2.76474
Cl  -1.75221  3.68330  2.85224
Cl  -2.12651  6.17948  1.38483
H  -1.69179  5.88619  3.67245
H  -0.27756  5.50559  2.65639
C  -5.90094  1.73018  1.48239
Cl  -4.17122  1.68906  1.09488
Cl  -6.44157  3.36005  1.88387
H  -6.44921  1.38075  0.61638
H  -6.08156  1.08339  2.33201
C  -6.25807  6.12261  4.81679
Cl  -4.49147  6.21367  4.87289
Cl  -6.89447  6.42780  3.19946
H  -6.55914  5.12855  5.12308
H  -6.65875  6.86889  5.49082

Cartesian forces (eV/Å) of the 3 atoms listed first:
1.05 -0.03 -0.03
-0.42 -0.03 -0.03
0.11 0.08 0.26